A single C20H24N2O4 molecule, computed with wB97M-V/def2-TZVPD.

Cartesian coordinates (Å):
O -0.1240 0.8391 4.2833
O -1.4359 -2.4325 0.1601
O -3.7127 -0.8192 7.2820
O 2.2860 0.4731 -4.2928
N -2.3297 0.6317 4.7081
N -0.5128 -0.3413 0.4456
C -1.5926 0.3116 2.4413
C 1.8990 0.9362 -2.0362
C -1.2509 0.6252 3.8945
C -2.4663 -0.5668 6.8204
C 2.9346 0.2734 -6.5715
C 0.1823 -0.1713 -0.7632
C 1.5568 0.2083 -3.1762
C 1.9912 -0.2288 -5.4831
C -0.1588 -0.8971 -1.8992
C -0.4490 0.6666 1.4878
C -3.7029 -2.0619 7.7926
C 3.6317 2.2394 -7.9926
C 0.5206 -0.7148 -3.0902
C -2.4722 -2.6250 7.6631
C 1.2267 0.7499 -0.8483
C -1.7513 -1.1957 2.2264
C -2.2069 0.7425 6.1517
C -1.6649 -1.6512 7.0261
C 2.6631 1.7319 -6.9325
C -1.2344 -1.4330 0.8103
H 3.5482 1.6474 -8.9018
H 2.7534 2.3380 -6.0301
H -2.9168 1.4889 6.5185
H 2.1346 -1.3077 -5.3287
H -1.1148 -1.7608 2.9123
H -0.6314 -1.7370 6.7611
H -2.1736 -3.6030 7.9792
H 2.7073 1.6469 -2.1046
H 0.2261 -1.3018 -3.9455
H 0.5003 0.6156 2.0363
H -0.5601 1.6650 1.0594
H 3.4194 3.2771 -8.2382
H 4.6569 2.1742 -7.6354
H 2.8154 -0.3581 -7.4540
H 0.9476 -0.0515 -5.7793
H 1.6383 1.8273 -7.2997
H -2.7720 -1.5597 2.3300
H -0.9545 -1.6209 -1.8510
H 1.5294 1.3201 0.0151
H -3.2295 0.3581 4.3456
H -1.1833 1.0702 6.3463
H 3.9603 0.1729 -6.2129
H -4.6184 -2.4254 8.2149
H -2.5096 0.8341 2.1554

As for the SMILES: CCCCOc1ccc(N2C[C@H](C(=O)NCc3ccco3)CC2=O)cc1. The gap between HOMO and LUMO comes out at 8.5 eV. For the total energy, the calculation gives -1187.008731 hartree. The net charge is 0. For the energy relative to the best compared isomer or geometry (same formula, charge and spin), the calculation gives 1.6206 eV. As for the LUMO energy: 0.62 eV.

natural (NBO) population analysis, charges in e, atoms 1 to 5:
1. O -0.626
2. O -0.606
3. O -0.403
4. O -0.503
5. N -0.603


3 unconnected molecules or ions with the total composition C20H24N2O6 in a non-equilibrium geometry, computed with wB97M-V/def2-TZVPD.

Cartesian coordinates (Å):
O -3.1764 -4.6450 0.6107
O 4.7578 6.3587 4.5842
O 0.9322 1.9192 -0.0763
O -3.5776 -2.5291 0.8375
O 1.8070 0.0456 -1.0200
O 2.8885 5.3896 5.0703
N 3.7938 5.6649 4.2984
N -3.7319 -3.6112 0.2781
C 5.3123 -1.1610 -0.2447
C 3.7213 5.1228 2.9397
C 3.9484 -1.2605 -0.7373
C -0.6903 -2.6608 -0.3654
C -5.7663 -4.9314 -2.5698
C -4.6474 -3.6648 -0.8628
C -0.8687 -1.1948 -1.0198
C -5.2849 -2.5016 -1.2873
C -6.1696 -2.5611 -2.3580
C -4.8779 -4.8808 -1.5017
C 4.7529 5.3834 2.0408
C -6.4124 -3.7745 -2.9944
C 2.5732 3.8136 1.2822
C 2.6278 4.3441 2.5672
C -0.6434 -0.0004 0.0280
C 3.6057 4.0619 0.3831
C 2.8233 -0.3405 -0.0570
C -1.8582 1.0438 -0.2042
C 0.7267 0.7128 -0.3485
C 4.6918 4.8471 0.7594
H 6.0762 -0.4960 -0.7746
H 1.7270 3.2017 0.9800
H -1.5506 -2.7961 0.3907
H -1.7838 1.3422 -1.3110
H -4.3808 -5.7888 -1.1802
H -1.7803 1.9714 0.4441
H -0.2634 -1.0444 -1.9686
H -2.8683 0.5126 -0.0740
H -0.8093 -3.3936 -1.2454
H 3.6644 -1.9834 -1.5817
H 5.6844 -1.7831 0.6477
H -0.6030 -0.4109 1.0861
H -6.6737 -1.6619 -2.6949
H 0.3156 -2.7923 0.1607
H -5.9582 -5.8742 -3.0703
H 2.2955 -0.8954 0.7902
H 5.6039 5.9932 2.3219
H -5.1064 -1.5510 -0.7976
H -7.1097 -3.8189 -3.8251
H 3.5639 3.6400 -0.6166
H 5.4930 5.0385 0.0536
H -1.9745 -1.1403 -1.3407
H 1.8193 4.1414 3.2602
H 3.3608 0.5993 0.3132

As for the SMILES: C=CCOC(=O)[C@@H](C)CC.O=[N+]([O-])c1ccccc1.O=[N+]([O-])c1ccccc1. The gap between HOMO and LUMO comes out at 6.5 eV. For the total energy, the calculation gives -1337.033514 hartree. The net charge is 0. For the energy relative to the best compared isomer or geometry (same formula, charge and spin), the calculation gives 13.8727 eV. As for the LUMO energy: -1.06 eV.

natural (NBO) population analysis, charges in e, atoms 1 to 5:
1. O -0.362
2. O -0.380
3. O -0.588
4. O -0.390
5. O -0.564